Record 1
ORCA calculation (ωB97M-V with the def2-TZVPD basis set) on a structure of composition C21H17CuN5O3SeTe4.

Geometry as XYZ:
```
52
Properties=species:S:1:pos:R:3:forces:R:3
Cu 0.356 0.553 1.171 0.0 0.2 1.2
Te 1.046 0.908 3.598 -0.2 0.3 0.4
Te 1.661 3.306 4.662 -0.1 0.3 0.2
Te 4.905 -0.457 4.605 0.2 -0.1 -0.1
Te 3.568 0.850 2.735 0.5 0.1 0.2
O 1.140 0.107 -5.723 0.0 0.0 0.2
N 2.156 -0.082 -5.037 0.2 -0.1 -0.5
O 3.233 -0.380 -5.584 -0.1 0.1 0.1
C 2.105 0.024 -3.646 0.1 0.0 0.4
C 3.293 -0.251 -2.938 -0.1 0.0 -0.1
C 3.358 -0.307 -1.574 -0.1 0.2 -0.1
C 4.551 -0.669 -0.829 0.0 -0.1 0.0
C 4.470 -0.895 0.482 0.2 -0.1 0.0
C 3.205 -0.720 1.235 -0.1 -0.4 -0.2
N 2.050 -0.312 0.486 0.4 0.0 -0.9
C 2.175 -0.067 -0.803 0.3 -0.3 0.6
C 1.027 0.479 -1.501 -0.3 0.2 -0.4
N 0.077 1.028 -0.713 0.0 0.2 -1.1
C -1.055 1.440 -1.263 0.1 0.1 0.2
C -1.299 1.307 -2.621 0.2 -0.1 -0.2
C -0.308 0.828 -3.454 -0.3 0.1 0.1
C 0.931 0.435 -2.915 0.1 0.0 0.0
H 4.178 -0.467 -3.520 0.0 0.0 0.0
H 5.489 -0.770 -1.362 0.0 -0.1 0.0
H 5.333 -1.195 1.068 0.0 0.0 0.0
H 2.985 -1.602 1.843 0.0 0.1 0.1
H -1.787 1.886 -0.598 0.0 -0.1 0.0
H -2.260 1.605 -3.020 0.0 0.0 0.0
H -0.477 0.754 -4.513 0.0 0.0 0.0
Se -4.193 1.356 1.433 0.5 -0.1 0.2
N -1.556 0.111 1.597 -0.8 -0.4 -0.5
C -2.035 -0.901 0.812 -0.1 0.5 0.5
C -1.108 -1.869 0.364 0.1 -0.4 -0.4
C -1.463 -2.931 -0.433 0.2 0.2 0.2
C -2.797 -3.086 -0.842 -0.3 0.0 -0.1
C -3.728 -2.164 -0.450 0.1 -0.2 -0.1
C -3.406 -1.038 0.367 0.0 -0.2 0.3
N -4.439 -0.225 0.608 -0.2 0.1 -0.3
H -0.074 -1.766 0.673 0.0 0.0 0.1
H -0.713 -3.651 -0.737 0.0 0.0 0.0
H -3.087 -3.920 -1.471 0.0 0.0 0.0
H -4.760 -2.237 -0.771 0.0 0.0 0.0
C -1.628 3.044 2.134 0.1 -0.1 0.0
O -1.903 1.962 3.010 0.0 0.0 0.0
C -2.429 0.800 2.446 -0.8 0.1 0.0
C -2.943 -0.050 3.599 0.1 0.1 0.0
H -2.536 3.364 1.615 0.0 0.0 0.0
H -0.872 2.780 1.388 0.0 0.0 0.0
H -1.252 3.852 2.755 0.1 0.0 0.0
H -3.643 0.528 4.201 0.0 0.0 0.0
H -2.102 -0.359 4.227 0.1 0.0 -0.1
H -3.440 -0.936 3.203 0.0 0.0 0.0
```
Positions in Å, forces in eV/Å.

Values from the calculation:
calculated total energy	-6423.92462	hartree
spin multiplicity	2
highest occupied orbital energy (spin up / spin down)	-0.055 / -0.056	hartree
total charge	-2
E_LUMO (spin up / spin down)	0.142 / 0.142	Ha

Here are the Löwdin charges for atoms 1 to 4, given in e: -0.037 0.287 -0.257 -0.189

---

Record 2
ORCA calculation (ωB97M-V with the def2-TZVPD basis set) on a cluster of 2 separate species, C21H17FN in total.

Geometry as XYZ:
```
40
Properties=species:S:1:pos:R:3:forces:R:3
F 4.035 2.773 1.930 -0.6 -1.5 -0.1
C 3.584 1.473 1.877 0.0 1.1 0.2
C 4.529 0.451 1.919 -0.6 -0.4 0.0
C 4.055 -0.870 1.895 0.2 0.2 0.1
C 2.698 -1.135 1.822 -0.6 0.2 -0.2
C 1.724 -0.087 1.764 1.3 0.2 -0.2
C 0.370 -0.483 1.594 -0.4 0.1 0.7
C -0.853 0.221 1.777 -0.6 0.0 -0.2
C -2.053 -0.560 1.767 0.3 0.0 -0.2
C -3.306 0.028 1.827 -0.1 0.1 0.1
C -3.429 1.426 1.884 0.4 -0.5 0.0
C -2.271 2.214 1.922 0.5 0.1 0.1
C -1.005 1.631 1.911 -0.4 0.1 0.0
C 2.215 1.254 1.807 0.2 -0.3 0.0
H 5.590 0.680 1.990 -0.2 0.0 -0.1
H 4.766 -1.695 1.942 -0.2 0.2 0.0
H 2.336 -2.166 1.806 0.2 0.3 0.0
H 0.245 -1.552 1.403 0.0 0.2 0.1
H -1.954 -1.648 1.716 -0.1 0.4 -0.1
H -4.200 -0.598 1.837 0.3 0.2 0.0
H -4.414 1.892 1.923 0.3 -0.1 -0.1
H -2.356 3.303 1.979 0.0 -0.4 0.0
H -0.134 2.267 2.011 -0.4 -0.1 -0.1
H 1.550 2.109 1.760 0.4 -0.1 -0.1
C 0.470 0.226 -1.381 0.4 -0.2 0.0
C 1.576 -0.375 -1.970 -1.0 0.1 0.1
N 1.142 -1.151 -3.025 0.1 0.0 0.2
C -0.238 -1.081 -3.123 0.0 0.7 0.5
C -0.700 -0.197 -2.099 0.3 -0.7 -0.7
C -2.074 0.068 -2.017 -0.1 -0.3 -0.2
C -2.936 -0.537 -2.940 0.2 0.2 0.4
C -2.455 -1.400 -3.943 0.7 0.0 0.1
C -1.084 -1.670 -4.051 -0.5 0.0 0.0
H 0.464 0.937 -0.566 0.2 0.0 -0.2
H 2.624 -0.314 -1.698 -0.2 0.0 -0.2
H 1.726 -1.684 -3.660 -0.1 0.2 0.4
H -2.429 0.737 -1.232 -0.1 -0.1 -0.3
H -4.006 -0.335 -2.890 0.3 0.0 0.0
H -3.148 -1.854 -4.647 0.1 0.1 0.1
H -0.654 -2.302 -4.825 -0.3 0.0 0.0
```
Positions in Å, forces in eV/Å.

Values from the calculation:
energy above the lowest of the compared OMol25 structures with the same formula, charge and spin	87.3	kJ/mol
calculated total energy	-964.78046	hartree
highest occupied orbital energy	-0.389	hartree
total charge	+1
E_LUMO	-0.222	Ha

Here are the Löwdin charges for atoms 1 to 4, given in e: 0.061 -0.210 0.056 -0.033

---

Record 3
ORCA calculation (ωB97M-V with the def2-TZVPD basis set) on a structure of composition C21H17IN5O7P2W.

Geometry as XYZ:
```
54
Properties=species:S:1:pos:R:3:forces:R:3
W 0.554 -0.046 0.072 -0.4 1.1 -1.1
C 2.871 2.081 -2.891 0.1 0.2 -0.4
C 2.419 1.593 -1.673 -0.5 -0.4 0.4
N 1.256 0.943 -1.545 1.3 1.1 -2.4
C 0.450 0.855 -2.657 -0.1 0.1 0.0
C 0.856 1.293 -3.930 0.0 -0.1 0.3
C 2.124 1.901 -4.030 0.0 0.0 0.3
C -0.030 1.105 -5.011 -0.2 -0.1 -0.2
C -1.234 0.490 -4.800 0.2 0.1 -0.2
C -1.659 0.100 -3.518 0.1 -0.1 0.4
C -0.850 0.335 -2.424 -0.1 0.2 0.0
N -1.112 0.144 -1.058 -0.9 0.4 -0.4
C -2.348 -0.187 -0.515 0.0 -0.2 -0.1
C -3.611 -0.083 -1.069 0.4 0.1 0.0
C -4.738 -0.502 -0.340 -0.2 -0.1 0.3
C -4.632 -0.989 0.934 -0.2 0.1 -0.2
C -3.371 -1.033 1.564 0.2 0.1 -0.1
C -3.174 -1.441 2.897 0.3 0.1 0.0
C -1.907 -1.395 3.425 -0.5 -0.2 0.3
C -0.840 -0.964 2.648 0.2 0.3 -0.5
N -0.969 -0.593 1.368 -1.6 -1.1 1.8
C -2.238 -0.620 0.835 -0.1 -0.1 -0.1
H 3.832 2.573 -2.929 0.0 0.0 0.0
H 3.012 1.686 -0.776 0.1 0.0 0.0
H 2.491 2.226 -4.995 0.0 0.0 0.0
H 0.258 1.445 -5.997 0.0 0.0 0.0
H -1.897 0.320 -5.638 0.0 0.0 0.0
H -2.604 -0.406 -3.405 0.0 0.1 -0.1
H -3.751 0.329 -2.055 0.0 0.0 0.0
H -5.711 -0.439 -0.807 0.0 0.0 0.0
H -5.507 -1.320 1.479 0.0 0.0 0.0
H -4.020 -1.764 3.490 0.0 0.0 0.0
H -1.727 -1.685 4.450 0.1 0.0 0.0
H 0.151 -0.901 3.067 0.0 0.0 0.0
O 2.997 -0.690 -0.056 0.0 0.2 0.7
P 2.629 -1.020 1.501 0.7 -0.8 0.3
O 3.713 -1.384 2.380 0.0 0.1 0.2
O 1.718 0.210 1.717 0.2 0.1 0.6
O 1.476 -2.179 1.270 0.9 -0.4 -0.2
P 1.374 -2.910 -0.234 0.0 0.2 0.5
O 0.476 -4.157 0.049 0.0 -0.3 0.0
O 2.706 -3.219 -0.748 0.0 -0.2 -0.1
O 0.557 -1.813 -0.958 0.1 -0.4 0.2
H 3.421 -1.464 -0.492 -0.3 -0.2 -0.2
H -0.459 -4.015 0.237 0.0 0.1 -0.1
I 0.801 5.812 2.514 -0.1 -0.2 -0.1
C 0.170 4.116 1.514 0.0 0.3 0.2
C -0.988 3.960 0.785 0.1 0.0 0.1
N -0.991 2.700 0.329 -0.1 0.1 -0.1
N 0.100 2.023 0.723 0.0 0.2 0.2
C 0.816 2.882 1.452 0.0 -0.1 0.0
H -1.783 4.657 0.579 0.0 -0.1 -0.1
H -1.677 2.253 -0.257 0.0 -0.1 -0.1
H 1.742 2.580 1.909 0.0 -0.1 0.0
```
Positions in Å, forces in eV/Å.

Values from the calculation:
energy above the lowest of the compared OMol25 structures with the same formula, charge and spin	208.4	kJ/mol
calculated total energy	-2658.55980	hartree
spin multiplicity	3
highest occupied orbital energy (spin up / spin down)	-0.379 / -0.402	hartree
total charge	+1
E_LUMO (spin up / spin down)	-0.145 / -0.153	Ha

Here are the Löwdin charges for atoms 1 to 4, given in e: 1.723 -0.015 -0.076 -0.075

---

Record 4
ORCA calculation (ωB97M-V with the def2-TZVPD basis set) on a structure of composition C21H17MoN7O6SSe3Te.

Geometry as XYZ:
```
57
Properties=species:S:1:pos:R:3:forces:R:3
Mo -0.888 -0.039 -1.506 -0.2 -0.1 0.3
O 1.900 -4.189 2.021 0.1 -0.1 -0.1
C 1.562 -3.178 1.228 0.0 0.0 0.0
C 1.243 -1.917 1.743 0.1 0.0 0.0
C 0.638 -1.015 0.912 0.0 0.0 0.0
N 0.459 -1.258 -0.379 -0.1 0.0 -0.1
C 0.940 -2.374 -0.925 0.0 0.1 0.0
C 1.502 -3.370 -0.160 0.0 0.0 0.0
C 0.733 -2.377 -2.414 0.0 -0.1 0.0
O 1.146 -3.248 -3.136 0.0 0.0 0.0
O 0.068 -1.309 -2.809 0.0 0.0 0.0
C 0.033 0.292 1.317 0.0 -0.1 0.0
O 0.109 0.731 2.444 0.0 0.0 0.0
O -0.575 0.875 0.313 -0.1 0.0 -0.2
H 1.475 -4.049 2.905 0.0 0.1 -0.1
H 1.382 -1.685 2.787 0.0 0.0 -0.1
H 1.820 -4.295 -0.620 0.0 0.0 0.0
N 1.317 2.838 -3.818 0.0 0.0 0.0
C 2.205 2.990 -2.764 0.0 0.0 0.0
C 3.313 3.811 -2.595 0.0 0.0 0.0
C 3.985 3.696 -1.395 0.0 0.0 0.0
C 3.569 2.795 -0.403 0.0 0.0 0.0
C 2.468 1.984 -0.577 0.0 0.0 0.0
C 1.778 2.091 -1.783 0.0 0.0 0.0
N 0.652 1.424 -2.249 0.0 0.0 0.0
C 0.418 1.898 -3.451 0.0 0.0 0.0
C -0.680 1.366 -4.237 0.1 0.0 0.1
C -1.007 1.538 -5.539 0.0 0.0 0.0
S -2.324 0.520 -5.941 0.0 0.0 0.0
C -2.355 -0.084 -4.348 0.0 0.0 0.1
N -1.468 0.456 -3.564 0.1 0.0 -0.1
H 1.324 3.341 -4.687 0.0 0.0 0.0
H 3.635 4.505 -3.361 0.0 0.0 0.0
H 4.854 4.314 -1.214 0.0 0.0 0.0
H 4.127 2.739 0.522 0.0 0.0 0.0
H 2.150 1.295 0.191 0.0 0.0 0.0
H -0.542 2.175 -6.271 0.0 0.0 0.0
H -3.025 -0.867 -4.031 0.0 0.0 0.0
Se -2.511 -1.715 -0.906 0.2 0.1 0.0
Se -4.795 -1.128 -1.107 0.0 0.0 0.0
Te -4.705 1.089 -2.299 0.0 0.0 0.0
Se -2.636 1.928 -1.214 0.0 0.0 0.0
C -1.979 0.635 5.033 0.0 0.0 0.0
N -1.705 -0.729 4.635 0.0 0.0 0.0
C -0.606 -1.508 5.160 0.1 -0.1 0.0
C -0.461 -2.591 4.086 -0.2 0.1 0.1
O 0.402 -3.463 4.130 0.0 0.0 0.2
N -1.360 -2.368 3.098 0.1 -0.1 0.0
C -1.991 -1.237 3.420 -0.1 0.0 0.0
N -2.867 -0.665 2.591 0.0 -0.1 -0.1
H -1.790 0.734 6.099 0.0 0.0 0.0
H -3.030 0.871 4.867 0.0 0.0 0.0
H -1.351 1.344 4.486 0.0 0.0 0.0
H -0.820 -1.931 6.143 0.0 0.0 0.0
H 0.318 -0.925 5.213 0.0 0.0 0.0
H -2.922 -1.058 1.659 0.0 0.1 0.1
H -3.128 0.299 2.698 0.0 0.0 0.0
```
Positions in Å, forces in eV/Å.

Values from the calculation:
energy above the lowest of the compared OMol25 structures with the same formula, charge and spin	0.0	kJ/mol
calculated total energy	-9584.16392	hartree
highest occupied orbital energy (spin up / spin down)	-0.262 / -0.262	hartree
total charge	0
E_LUMO (spin up / spin down)	-0.041 / -0.041	Ha

Here are the Löwdin charges for atoms 1 to 4, given in e: 1.144 0.089 -0.266 0.077

---

Record 5
ORCA calculation (ωB97M-V with the def2-TZVPD basis set) on a structure of composition C21H17N7O2PtS2.

Geometry as XYZ:
```
50
Properties=species:S:1:pos:R:3:forces:R:3
Pt 0.556 0.167 -1.436 0.1 0.1 -0.4
S -3.877 3.733 -1.703 0.2 -0.4 0.5
C -5.363 4.463 -1.547 0.2 0.0 0.0
C -5.947 4.269 -0.282 0.1 -0.4 0.8
C -5.171 3.479 0.564 -0.7 0.5 -0.1
C -3.984 3.062 -0.012 -0.1 0.6 -1.2
C -2.966 2.190 0.487 0.8 -0.6 0.5
C -1.787 1.961 -0.283 -0.5 0.4 0.1
N -0.890 1.065 0.026 0.6 -0.4 -0.5
C -0.993 0.356 1.173 -0.9 0.3 0.6
C -2.058 0.598 2.084 0.8 -0.3 -0.4
C -2.070 -0.093 3.331 0.2 -0.3 0.2
C -1.071 -0.956 3.661 -0.3 0.2 0.0
C -0.011 -1.244 2.749 -0.2 0.5 -0.7
C 1.033 -2.123 3.060 0.5 -0.1 -0.5
C 2.031 -2.397 2.113 -1.0 0.5 0.1
C 1.886 -1.781 0.831 0.3 -0.2 0.2
N 0.931 -0.932 0.529 -0.2 0.3 -0.3
C -0.002 -0.618 1.471 0.2 -0.5 0.8
C 3.119 -3.277 2.425 0.2 -0.7 1.1
C 4.208 -3.673 1.669 0.7 -0.5 0.1
C 5.066 -4.544 2.342 -0.2 0.5 -0.9
C 4.640 -4.832 3.649 -0.3 0.1 0.3
S 3.223 -4.072 4.067 -0.2 0.4 -0.5
C -3.065 1.496 1.701 -0.1 0.4 -0.6
H -5.808 5.015 -2.361 0.0 0.1 -0.1
H -6.902 4.693 -0.015 -0.1 0.0 0.0
H -5.485 3.246 1.568 0.0 -0.1 0.1
H -1.618 2.549 -1.174 0.1 -0.1 -0.1
H -2.880 0.092 4.023 0.0 0.0 0.1
H -1.084 -1.463 4.615 0.0 0.0 0.1
H 1.058 -2.582 4.039 -0.1 0.0 0.1
H 2.594 -2.022 0.051 0.0 0.0 -0.1
H 4.407 -3.363 0.659 0.0 0.1 -0.2
H 5.968 -4.962 1.923 0.1 0.0 0.0
H 5.159 -5.470 4.346 0.0 -0.1 0.2
H -3.921 1.632 2.346 -0.1 0.0 0.1
N 2.656 -0.726 -2.634 0.0 -0.3 0.1
N 2.829 -0.058 -3.861 0.3 0.0 0.0
C 1.825 0.677 -4.362 -0.6 0.3 0.0
N 1.893 1.260 -5.532 0.0 0.0 -0.3
N 0.767 0.749 -3.516 0.7 -0.5 1.3
N -0.443 1.216 -3.804 0.4 0.3 -0.8
O -1.210 1.071 -2.843 -0.5 -0.3 0.6
O -0.717 1.718 -4.843 -0.4 0.3 -0.6
H 3.485 -0.598 -2.054 -0.1 0.1 -0.2
H 2.492 -1.725 -2.794 0.2 0.3 -0.1
H 3.682 -0.196 -4.400 -0.2 -0.1 0.2
H 2.710 1.170 -6.128 -0.1 0.0 0.1
H 1.102 1.778 -5.918 0.2 -0.2 0.3
```
Positions in Å, forces in eV/Å.

Values from the calculation:
calculated total energy	-2258.24207	hartree
spin multiplicity	5
highest occupied orbital energy (spin up / spin down)	-0.709 / -0.729	hartree
total charge	+4
E_LUMO (spin up / spin down)	-0.443 / -0.518	Ha

Here are the Löwdin charges for atoms 1 to 4, given in e: 1.255 1.184 -0.261 -0.019